Computed, not measured: a molecular structure, C5H7NO, with ωB97M-V/def2-TZVPD.

Computed properties:
ΔE to the lowest compared entry with this formula, charge and spin = 3.6011 eV
E = -8832.602 eV

```
! wB97M-V def2-TZVPD RIJCOSX def2/J DEFGRID3
* xyz 0 1
C 1.74237 -0.82206 0.33081
C 0.39748 -0.13735 0.39721
C 0.32904 1.26825 0.71480
O -0.64257 2.01688 0.60721
C -1.32003 -0.26162 -0.54984
N -1.89398 0.48133 -1.44999
C -0.80989 -0.94578 0.41868
H 1.86317 -1.50201 1.18749
H 2.56676 -0.09993 0.36278
H 1.86870 -1.42460 -0.57608
H 1.29701 1.68219 1.07860
H -1.97283 1.47573 -1.25020
H -2.35797 0.09313 -2.25963
H -1.07455 -1.84477 0.96997
*
```

Mulliken atomic charge list, values in e, 6 entries: -1.230 0.470 -0.016 -0.633 0.275 -0.397

=====

Computed, not measured: a molecular structure, C4H8O2, with ωB97M-V/def2-TZVPD.

Computed properties:
ΔE to the lowest compared entry with this formula, charge and spin = 4.2197 eV
E = -8369.062 eV

```
! wB97M-V def2-TZVPD RIJCOSX def2/J DEFGRID3
* xyz 0 1
C -1.72324 -0.03351 0.26906
C -0.47462 -0.55803 0.66044
C 0.49838 -1.09201 -0.37655
O 1.69183 -0.35387 -0.35499
C 1.32953 1.01590 -0.29965
O 0.38515 1.16163 0.71240
H -2.51319 0.06402 1.00842
H -0.82418 1.05708 0.33125
H -2.04070 -0.18773 -0.76097
H -0.26522 -0.79861 1.69969
H 0.74864 -2.13401 -0.15526
H 0.02190 -1.04343 -1.36955
H 2.24829 1.57149 -0.08814
H 0.91743 1.33109 -1.27616
*
```

Mulliken atomic charge list, values in e, 6 entries: -1.062 0.308 -0.521 -0.364 -0.187 -0.608

=====

Computed, not measured: 2 unconnected molecules or ions with the total composition C4H10O2, with ωB97M-V/def2-TZVPD.

Computed properties:
ΔE to the lowest compared entry with this formula, charge and spin = 1.9427 eV
E = -8403.604 eV
SMILES string = OCCO.C=C

```
! wB97M-V def2-TZVPD RIJCOSX def2/J DEFGRID3
* xyz 0 1
C -0.02587 2.49396 -0.47351
C 0.32954 2.12349 0.75378
C -0.53560 -1.08784 -0.77849
O 0.51583 -0.42814 -1.44022
C -0.16635 -1.65922 0.58315
O 0.67947 -2.76855 0.36960
H 0.68132 2.97527 -1.14487
H 0.63847 0.43232 -1.01583
H -1.02793 2.32441 -0.86201
H 1.34290 2.27202 1.11877
H -0.37357 1.65987 1.44295
H -1.42434 -0.44245 -0.66794
H -0.81017 -1.93228 -1.41749
H -1.09206 -1.95569 1.10702
H 0.32576 -0.88608 1.19839
H 0.94260 -3.12109 1.22671
*
```

Mulliken atomic charge list, values in e, 6 entries: -0.683 -0.352 -0.502 -0.514 -0.212 -0.514

=====

Computed, not measured: a molecular structure, C3H7FNO4PS2 in a non-equilibrium geometry, with ωB97M-V/def2-TZVPD.

Computed properties:
E = -46580.621 eV

```
! wB97M-V def2-TZVPD RIJCOSX def2/J DEFGRID3
* xyz 0 1
C 2.42893 0.22668 -0.35870
C 1.93754 -0.29169 0.80547
C 0.47670 -0.26732 1.17424
N -0.36797 0.16815 0.02967
P -1.69290 -0.90335 -0.25579
O -2.23840 -0.45522 -1.68834
O -0.97867 -2.32772 -0.46692
S -3.00176 -1.05582 1.11459
S -0.75917 1.77260 0.07843
O -2.15598 1.98674 0.01546
O 0.00832 2.42425 1.07254
F -0.18924 2.21105 -1.30521
H 2.32621 1.29341 -0.54620
H 2.94933 -0.37045 -1.09825
H 2.65375 -0.73662 1.49227
H 0.22298 -1.30835 1.36645
H 0.23698 0.27911 2.08546
H -1.48708 -0.37860 -2.29550
H -0.36958 -2.26686 -1.21968
*
```

Mulliken atomic charge list, values in e, 6 entries: -0.776 -0.334 -0.687 0.242 0.461 -0.460

=====

Computed, not measured: a gas-phase ion, CH2NO2S3 (charge -1) in a non-equilibrium geometry, with ωB97M-V/def2-TZVPD.

Computed properties:
ΔE to the lowest compared entry with this formula, charge and spin = 1.9238 eV
E = -39159.889 eV
SMILES string = N=[S@@H](=O)OC(=S)[S-]

```
! wB97M-V def2-TZVPD RIJCOSX def2/J DEFGRID3
* xyz -1 1
C 2.59791 0.02452 -0.02110
N -0.82857 0.44945 1.00458
O 1.69924 1.07724 0.29754
O -0.23391 2.31239 -0.54376
S 1.78895 -1.42781 -0.27907
S 4.17723 0.57843 0.05068
S 0.12811 1.01664 -0.02497
H -0.58874 -0.62538 1.20293
H 0.35064 0.28062 -1.14079
*
```

Mulliken atomic charge list, values in e, 6 entries: 0.173 -0.632 -0.239 -0.621 -0.497 -0.408

=====

Computed, not measured: C5H12Cl2Si in the gas phase in a non-equilibrium geometry, with ωB97M-V/def2-TZVPD.

Computed properties:
ΔE to the lowest compared entry with this formula, charge and spin = 0.7158 eV
E = -38305.201 eV
SMILES string = CCCC[Si](C)(Cl)Cl

```
! wB97M-V def2-TZVPD RIJCOSX def2/J DEFGRID3
* xyz 0 1
Cl 1.19140 3.36650 0.62985
Cl 1.11667 1.39445 3.13424
C 0.63088 -2.44189 -0.64152
C 0.13753 -1.47266 -1.70061
C -0.20434 -0.16089 -0.99438
C -1.56556 2.08650 1.35906
C 0.71718 0.14501 0.15271
Si 0.24457 1.59513 1.25198
H -0.06137 -2.40162 0.24113
H 1.61994 -2.17659 -0.21268
H 0.84009 -3.44678 -1.03417
H -0.60823 -1.89311 -2.29738
H 0.91423 -1.33996 -2.45349
H -0.32034 0.63958 -1.72176
H -1.29255 -0.25481 -0.66702
H -1.98293 1.48021 2.13248
H -1.72686 3.16860 1.67736
H -2.09175 2.04320 0.36679
H 0.69885 -0.71712 0.82503
H 1.74261 0.38623 -0.04762
*
```

Mulliken atomic charge list, values in e, 6 entries: -0.326 -0.287 -1.190 -0.441 -0.618 -1.006

=====

Computed, not measured: 2 unconnected molecules or ions with the total composition C4H9N2O in a non-equilibrium geometry, with ωB97M-V/def2-TZVPD.

Computed properties:
ΔE to the lowest compared entry with this formula, charge and spin = 5.8544 eV
E = -9304.863 eV

```
! wB97M-V def2-TZVPD RIJCOSX def2/J DEFGRID3
* xyz 1 3
C -1.62113 0.16748 0.09617
C -2.03172 -1.09140 -0.38143
C -1.66659 1.47894 0.38544
C 2.72224 -0.47240 0.38835
N 0.36805 -0.53223 0.53241
N 1.34298 -0.02525 0.17186
O 1.37681 1.08760 -0.69171
H -3.12488 -1.04477 -0.43466
H -1.63844 -2.00014 0.28383
H -1.72877 -1.39548 -1.40964
H 0.62491 1.28754 -1.24473
H -0.93673 2.36690 0.73991
H -2.66552 1.74934 0.25284
H 2.78915 -1.13386 1.27865
H 3.34290 0.49798 0.53087
H 2.84673 -0.94027 -0.49817
*
```

Mulliken atomic charge list, values in e, 6 entries: 0.412 -0.873 -0.482 -0.662 -0.657 0.793